[1]
A structure of composition C32H24N3OS3Zr, computed with ωB97M-V with the def2-TZVPD basis set.

Geometry as XYZ:
```
64
Properties=species:S:1:pos:R:3:forces:R:3:lowdin_charge:R:1
Zr 0.2954 0.5103 0.6408 1.43 -1.33 -0.06 1.7746
C 4.8366 1.3850 0.6210 2.01 -0.40 0.94 -0.0545
C 3.6968 0.6333 0.5269 -3.56 -0.17 -0.28 -0.0864
N 2.5020 1.2213 0.1743 1.13 -0.66 -0.25 -0.0286
C 2.4907 2.5177 -0.2873 0.67 -0.09 0.85 -0.1445
C 3.6361 3.3955 -0.0312 -1.74 -1.82 0.03 -0.1506
C 4.7969 2.7527 0.4405 -0.12 -0.27 -0.79 0.0228
C 3.4777 4.7541 -0.2720 0.21 0.79 -0.53 -0.0364
C 2.3713 5.1690 -1.0100 1.95 0.57 0.93 -0.0585
C 1.3015 4.3383 -1.2511 -1.22 -1.94 -0.30 -0.0054
C 1.2640 2.9785 -0.8627 1.09 2.09 0.55 -0.2251
N 0.1721 2.1478 -0.7804 -1.12 0.02 -0.05 -0.1055
C -1.1467 2.6032 -1.0384 0.19 0.12 -0.35 -0.2247
C -1.6059 3.3281 -2.1275 -0.41 0.05 -0.12 -0.0047
C -2.9476 3.7674 -2.2592 -1.06 -1.15 1.81 -0.0239
C -3.9064 3.4396 -1.2853 1.72 0.11 -1.15 -0.0106
C -3.4977 2.6139 -0.2201 -0.01 -0.14 0.80 -0.1581
C -4.3897 2.2086 0.8112 -0.23 -0.13 1.12 0.0502
C -3.9648 1.3616 1.8496 -1.43 0.19 -0.24 -0.0302
C -2.6701 0.9181 1.8642 2.15 0.74 -2.26 -0.0944
N -1.7485 1.2937 0.9166 -2.12 1.04 -0.08 -0.0442
C -2.1421 2.1977 -0.1176 -0.18 -1.47 1.61 -0.1230
H 5.7693 0.8575 0.9638 -0.97 0.79 -0.61 0.1374
H 3.5702 -0.4585 0.7208 0.63 1.06 0.05 0.1296
H 5.7041 3.3292 0.4449 0.27 0.16 0.51 0.1250
H 4.2397 5.4429 0.1278 -0.35 -0.25 -0.75 0.1290
H 2.4353 6.1807 -1.3966 -0.62 0.02 0.21 0.1172
H 0.4024 4.7141 -1.6994 -0.05 0.41 -0.26 0.0913
H -0.9721 3.5172 -2.9717 0.50 0.16 -0.07 0.1184
H -3.2968 4.2706 -3.1336 0.20 0.40 -0.45 0.1052
H -4.9349 3.7286 -1.3764 -0.27 0.18 -0.03 0.1133
H -5.4117 2.6525 0.8522 0.84 -0.62 -0.26 0.1424
H -4.5910 0.9307 2.6628 0.12 0.89 -0.88 0.1338
H -2.2929 0.2708 2.6289 -0.16 -0.22 0.12 0.0835
O 0.2571 -1.3767 0.3604 -0.49 0.02 -0.73 -0.3804
C 0.0307 -2.7658 -0.0430 -0.12 0.63 1.61 -0.5003
C 0.7304 -2.9865 -1.3566 -0.61 -1.23 0.34 -0.5059
C 0.1607 -3.6799 -2.3776 0.15 0.88 -0.89 -0.1013
C 1.0400 -3.8776 -3.4842 -0.15 -0.91 0.34 -0.1506
C 2.3303 -3.6557 -3.1419 -0.89 1.31 1.35 -0.3434
S 2.4312 -2.8681 -1.5828 0.01 0.08 -0.94 0.9834
C 0.6262 -3.5766 1.1105 -0.16 -0.06 -0.41 -0.5127
C 0.2393 -3.5524 2.4314 0.03 0.39 -0.60 -0.1423
C 1.1734 -4.1965 3.2691 0.57 -0.07 -0.18 -0.1740
C 2.2026 -4.7414 2.5820 -0.03 -0.55 -1.86 -0.3509
S 2.0362 -4.5315 0.8393 -0.14 0.14 2.24 1.0287
C -1.4771 -3.0199 -0.1111 -0.04 0.02 -0.94 -0.4702
C -2.3837 -2.3149 -0.8706 -0.30 -0.27 1.36 -0.1228
C -3.6757 -2.9453 -0.9204 0.34 1.16 -1.17 -0.1895
C -3.6946 -4.1318 -0.2961 0.34 -0.92 0.34 -0.3784
S -2.1592 -4.5093 0.4805 -0.91 0.63 -0.89 1.0747
H -0.8547 -4.0235 -2.3857 -0.35 0.16 0.00 0.1143
H 0.6747 -4.2350 -4.4379 0.30 -0.27 0.06 0.1110
H 3.2409 -3.8105 -3.6266 1.03 -0.10 -1.05 0.0490
H -0.6622 -3.0743 2.8054 0.22 0.10 -0.20 0.1177
H 1.1780 -4.1972 4.3333 -0.38 -0.08 0.63 0.1013
H 3.0214 -5.3607 2.8787 0.23 -0.07 0.51 0.0592
H -2.2106 -1.3118 -1.2216 0.25 0.04 -0.44 0.1050
H -4.5037 -2.5472 -1.5413 0.56 -0.35 0.68 0.1187
H -4.5342 -4.8158 -0.3800 0.35 -0.09 0.55 0.0765
C 0.3370 0.3676 2.8320 0.05 -0.85 1.06 -0.2840
H -0.6919 -0.0222 3.1528 1.67 0.41 -0.19 -0.0047
H 0.6111 1.2211 3.4543 -0.29 0.16 0.01 -0.0079
H 1.0833 -0.4322 3.1217 -0.74 0.53 -0.38 0.0156
```
Forces are in eV/Å.

Summary:
**Net charge**: +1
**Multiplicity**: 1
**Orbital gap**: 6.51 eV

=====

[2]
A cluster of 2 separate species, C6H15N2 in total, computed with ωB97M-V with the def2-TZVPD basis set.

Geometry as XYZ:
```
23
Properties=species:S:1:pos:R:3:forces:R:3:mulliken_spin:R:1
C -1.9715 1.3123 -1.2329 -0.05 -0.51 0.58 0.3075
C -2.0003 0.1166 -0.3101 -0.15 -0.01 0.21 -0.1887
C -2.1620 0.2338 1.0118 -0.15 0.17 -0.18 0.1392
C -1.8827 -1.2308 -0.9706 -0.39 0.13 0.27 0.0587
H -0.9770 1.4231 -1.6746 -0.04 0.03 -0.16 -0.0491
H -2.2075 2.2143 -0.6746 -0.01 0.13 -0.13 -0.0866
H -2.7094 1.1450 -2.0177 0.08 0.21 -0.17 0.0129
H -2.2385 -0.6136 1.6819 0.14 -0.15 -0.14 -0.0196
H -2.3172 1.1978 1.4820 0.08 0.07 -0.10 -0.0962
H -1.8944 -2.0224 -0.2211 0.30 -0.06 -0.06 0.0081
H -0.9996 -1.2789 -1.6074 0.08 -0.14 -0.02 -0.0102
H -2.7599 -1.4129 -1.5980 0.10 0.11 -0.16 -0.0075
C 2.1628 0.4312 0.6588 -0.48 -0.13 -0.05 0.1552
C 1.8822 -0.7860 0.2097 0.83 -0.39 -0.07 0.7574
N 2.8645 -1.7012 -0.1690 -0.58 -0.35 -0.12 -0.0022
N 1.1059 1.3976 0.9999 0.25 -0.81 -0.01 0.8806
H 3.1854 0.7519 0.7592 -0.05 0.32 -0.02 0.2419
H 0.9144 -1.2657 0.1725 -0.39 0.53 0.01 0.0524
H 2.5244 -2.3320 -0.8788 0.11 -0.15 0.11 0.0010
H 3.7634 -1.3482 -0.4268 0.33 0.37 0.04 -0.0006
H 1.2338 2.3208 0.4907 -0.01 0.22 -0.09 -0.6961
H 1.0753 1.6001 2.0313 -0.05 0.12 0.02 -0.6709
H 0.1909 0.9964 0.7165 0.06 0.29 0.24 0.2127
```
Forces are in eV/Å.

Summary:
**<S²>**: 0.75
**Multiplicity**: 2
**Orbital gap (spin up / spin down)**: 4.02 / 9.78 eV

=====

[3]
An isolated molecule of C4H4IN, computed with ωB97M-V with the def2-TZVPD basis set.

Geometry as XYZ:
```
10
Properties=species:S:1:pos:R:3:forces:R:3:lowdin_charge:R:1
C -1.4252 -0.1298 1.7059 -0.12 -0.13 -0.35 0.0944
C -0.9123 0.7397 0.7805 0.15 -0.18 0.24 -0.5518
C -0.6507 -0.8511 0.7199 -0.52 -1.44 0.80 -0.0874
C 0.0550 1.1814 -0.2593 0.91 0.78 -0.71 -0.1785
N -1.2338 1.7907 -0.0651 -0.72 1.06 -0.32 -0.4478
I -2.7060 1.6129 -1.5196 0.36 -0.14 0.35 0.7714
H 0.4172 -1.0119 0.7429 0.14 0.33 -0.19 0.0960
H -1.1908 -1.5923 0.1349 -0.08 -0.24 0.10 0.0894
H 0.8997 1.7947 0.0430 -0.04 0.01 0.02 0.1170
H 0.2303 0.5889 -1.1513 -0.09 -0.05 0.06 0.0974
```
Forces are in eV/Å.

Summary:
**Multiplicity**: 1
**Orbital gap**: 7.75 eV

=====

[4]
A cluster of 2 separate species, C4H12NO3 in total, computed with ωB97M-V with the def2-TZVPD basis set.

Geometry as XYZ:
```
20
Properties=species:S:1:pos:R:3:forces:R:3:lowdin_charge:R:1
O 0.9521 1.4182 -0.8718 0.34 0.17 0.24 0.1120
C 0.1784 0.4347 -1.3710 1.37 -0.24 0.18 -0.4896
C -0.0975 -0.6672 -0.3206 0.53 -0.61 -2.76 -0.2059
N 0.7116 -0.5084 0.9409 -3.92 0.39 1.43 0.0289
C 1.1676 -1.7780 1.5583 0.34 -1.59 0.81 0.0011
C -1.6223 -0.9115 -0.3087 -0.40 -1.26 -0.12 -0.0012
O -0.0531 0.2736 -2.5257 -0.51 0.19 0.15 0.1739
H 1.4693 1.8501 -1.5770 -0.46 0.04 0.02 0.1599
H 0.4825 -1.4650 -0.8584 -1.05 0.14 0.46 0.1766
H -0.0455 -0.1903 1.6237 1.37 0.49 -0.64 0.1530
H 1.3031 0.3169 0.7871 0.58 -0.47 0.31 0.1680
H 1.7828 -1.6105 2.4435 -0.04 0.53 -0.16 0.1045
H 1.7707 -2.4159 0.9016 -0.32 0.45 -0.23 0.1072
H 0.3020 -2.3951 1.9551 0.71 1.02 -0.91 0.1356
H -1.9080 -1.9764 -0.2720 0.42 0.29 0.98 0.0999
H -2.1693 -0.3119 0.4161 0.15 -0.23 0.25 0.0740
H -2.1273 -0.7283 -1.2704 0.95 0.72 -0.01 0.1070
H -1.8591 1.4857 1.4768 -0.06 0.20 0.14 0.0506
H -0.9708 2.4332 2.2894 0.05 -0.04 0.07 0.0755
O -1.0208 1.5325 1.9495 -0.05 -0.20 -0.20 -0.0311
```
Forces are in eV/Å.

Summary:
**Net charge**: +1
**Multiplicity**: 1
**Orbital gap**: 11.81 eV

=====

ΔE to the lowest compared entry with this formula, charge and spin values, unit kJ/mol, following the record order: 43.7 256.7 641.2 113.3.